(1)
A cluster of 2 separate species, C9H14O in total in a non-equilibrium geometry, computed with ωB97M-V/def2-TZVPD.

The calculation puts the calculated total energy at -426.4518 hartree. The LUMO energy is 0.761 eV. As for the relative energy (zero: lowest compared OMol25 entry of this formula, charge and spin): 75.9 kcal per mole. The HOMO-LUMO gap is 9.48 eV. As for the SMILES: CCc1ccccc1.CO. As for the multiplicity: 1.

XYZ file:
```
24
Properties=species:S:1:pos:R:3:lowdin_charge:R:1
C 2.674 -0.751 2.640 -0.189
H -1.503 0.858 1.902 0.152
H -0.838 -2.850 -0.789 0.087
C -0.795 -1.810 -1.039 -0.109
H 0.102 3.191 0.445 -0.002
H 2.905 0.306 2.967 0.083
H -1.156 -2.132 -3.173 0.118
H -1.172 1.793 -1.528 0.051
C -0.764 2.783 0.682 -0.081
H 3.492 -1.450 2.907 0.074
C -0.852 -0.002 -2.524 -0.067
H 0.279 1.214 1.610 0.065
C -0.868 0.289 -0.086 -0.242
H -1.163 3.334 1.499 0.031
C -0.612 -1.075 0.121 -0.042
H 1.627 -1.075 3.021 0.104
O 2.361 -0.607 1.268 -0.204
H 3.225 -0.448 0.675 0.153
C -0.654 1.197 1.114 -0.145
H -0.421 -1.549 0.998 0.077
H -0.751 0.427 -3.465 0.073
C -0.802 -1.402 -2.389 -0.075
H -1.685 3.055 -0.152 0.140
C -0.967 0.801 -1.362 -0.052
```

(2)
A cluster of 2 separate species, C9H14O in total in a non-equilibrium geometry, computed with ωB97M-V/def2-TZVPD.

The calculation puts the calculated total energy at -426.5417 hartree. The LUMO energy is 0.855 eV. As for the relative energy (zero: lowest compared OMol25 entry of this formula, charge and spin): 19.5 kcal per mole. The HOMO-LUMO gap is 9.19 eV. As for the SMILES: Cc1ccc(O)cc1.CC. As for the multiplicity: 1.

XYZ file:
```
24
Properties=species:S:1:pos:R:3:lowdin_charge:R:1
H 1.198 2.950 0.229 0.088
C 1.301 2.386 -0.736 -0.074
H -2.920 -0.858 2.283 0.060
H 1.715 0.517 -2.776 0.116
H 1.084 -3.601 0.409 0.098
C 1.512 0.146 -1.774 -0.041
H 0.878 -1.544 1.672 0.123
H -1.923 -1.325 1.034 0.064
H 1.150 0.822 1.548 0.118
C 1.422 -1.257 -1.728 0.006
H 0.540 2.813 -1.391 0.077
C -2.932 0.552 0.681 -0.183
O 1.083 -3.187 -0.454 0.033
H 2.298 2.727 -1.085 0.085
H 1.443 -1.793 -2.656 0.109
C -2.217 -0.420 1.576 -0.182
C 1.152 -1.818 -0.466 -0.318
H -2.148 0.873 -0.049 0.060
H -1.357 0.106 1.976 0.053
C 1.356 0.910 -0.636 -0.320
H -3.699 0.202 -0.010 0.063
C 0.998 -1.071 0.690 -0.045
H -3.128 1.571 1.076 0.073
C 1.194 0.301 0.587 -0.065
```

(3)
A cluster of 2 separate species, C9H14O in total in a non-equilibrium geometry, computed with ωB97M-V/def2-TZVPD.

The calculation puts the calculated total energy at -426.5455 hartree. The LUMO energy is 0.901 eV. As for the relative energy (zero: lowest compared OMol25 entry of this formula, charge and spin): 17.1 kcal per mole. The HOMO-LUMO gap is 10.05 eV. As for the SMILES: Cc1ccccc1.CCO. As for the multiplicity: 1.

XYZ file:
```
24
Properties=species:S:1:pos:R:3:lowdin_charge:R:1
C 2.736 1.259 -0.418 -0.093
H -3.449 -0.846 1.530 0.107
H 3.158 0.295 -0.716 0.071
H 0.329 -2.339 2.806 0.098
H 2.115 3.708 -0.451 0.076
H 3.529 1.666 0.208 0.078
C -2.782 -0.342 -1.033 -0.057
C 2.325 2.112 -1.598 -0.326
H 1.360 1.782 -1.939 0.094
H -1.962 -1.576 3.409 0.101
C -1.638 -1.570 2.378 -0.075
H 1.222 -2.083 0.655 0.101
C -2.426 -1.129 1.313 -0.061
H -2.642 -0.954 -1.931 0.078
C -0.556 -1.160 -0.205 -0.057
H -3.819 -0.533 -0.754 0.072
O 2.386 3.500 -1.344 -0.073
C -0.324 -1.887 2.068 -0.112
C -1.874 -0.800 0.087 -0.278
H 3.004 1.975 -2.442 0.111
C 0.226 -1.690 0.811 -0.100
H -0.160 -1.000 -1.200 0.110
H 1.863 0.933 0.149 0.058
H -2.622 0.678 -1.384 0.077
```

(4)
A cluster of 2 separate species, C9H14O in total in a non-equilibrium geometry, computed with ωB97M-V/def2-TZVPD.

The calculation puts the calculated total energy at -426.5131 hartree. The LUMO energy is 0.763 eV. As for the relative energy (zero: lowest compared OMol25 entry of this formula, charge and spin): 37.5 kcal per mole. The HOMO-LUMO gap is 9.00 eV. As for the SMILES: Cc1ccc(O)cc1.CC. As for the multiplicity: 1.

XYZ file:
```
24
Properties=species:S:1:pos:R:3:lowdin_charge:R:1
H -1.387 2.641 -0.129 0.045
H -0.379 -3.217 0.642 0.075
H 3.640 -0.947 0.019 0.113
C -2.015 1.979 0.454 -0.142
C -0.108 -0.438 -1.210 -0.049
C 2.138 0.491 -0.706 -0.298
H -2.981 2.415 0.819 0.078
H 1.815 -2.714 0.135 0.096
C 0.349 -1.665 -0.659 -0.290
C -1.304 1.349 1.728 -0.146
H 0.381 1.644 -1.301 0.091
H 2.235 2.474 -0.631 0.131
H -1.653 -2.325 0.038 0.079
C 0.696 0.657 -1.037 -0.030
H -1.752 0.327 1.893 0.082
C 1.646 -1.788 -0.332 -0.069
H -0.241 1.417 1.762 0.039
H -1.568 1.910 2.595 0.033
O 2.807 1.661 -0.678 0.022
C -0.665 -2.721 -0.280 -0.054
H -2.190 1.101 -0.117 0.013
H -1.032 -3.368 -1.044 0.062
C 2.627 -0.755 -0.329 0.010
H -1.060 -0.128 -1.628 0.109
```

(5)
A cluster of 2 separate species, C9H14O in total in a non-equilibrium geometry, computed with ωB97M-V/def2-TZVPD.

The calculation puts the calculated total energy at -426.2525 hartree. The LUMO energy (spin up / spin down) is -3.903 / -7.435 eV. Its net charge is +1. As for the relative energy (zero: lowest compared OMol25 entry of this formula, charge and spin): 14.9 kcal per mole. The HOMO-LUMO gap (spin up / spin down) is 10.09 / 6.74 eV. As for the multiplicity: 2.

XYZ file:
```
24
Properties=species:S:1:pos:R:3:mulliken_spin:R:1
H -1.044 -2.329 2.157 0.003
C -1.271 0.251 -0.039 0.097
H 2.832 3.712 0.752 0.000
C -0.233 -0.101 -0.834 0.031
H 1.352 -1.588 -2.638 0.022
H 0.516 3.496 -1.024 0.000
H 0.704 -3.059 0.598 0.000
H 1.888 4.484 -1.193 0.000
C 2.139 3.006 0.306 0.001
C -0.949 -1.903 1.165 0.134
H 2.043 3.077 -1.950 0.000
H 1.336 2.868 1.031 0.000
C 1.592 -1.714 -1.582 0.013
C 1.589 3.438 -1.042 -0.001
C 0.124 -2.210 0.383 -0.004
H -1.925 1.099 -0.200 0.000
C -1.718 -0.726 0.912 0.243
H 2.657 2.050 0.357 0.000
H -3.059 0.425 1.653 -0.006
H 1.851 -2.739 -1.353 -0.001
H 2.452 -1.070 -1.382 0.037
C 0.436 -1.356 -0.706 0.266
O -2.663 -0.458 1.773 0.158
H 0.272 0.602 -1.488 0.006
```

What is the calculated total energy in the fifth record? -426.2525 hartree

What is the calculated total energy in the fifth record? -426.2525 hartree